Record 1
Molecular formula: C2H10N2O2
Method: DFT, ωB97M-V with the def2-TZVPD basis set

Geometry (Å):
C1 0.3348 -2.2619 -0.0981
N1 -0.7158 -1.3072 0.0303
C2 -1.6714 -1.2566 0.8701
N2 -1.7164 -1.9734 2.0617
H1 0.1526 -2.9450 -0.9202
H2 1.2447 -1.7547 -0.4875
H3 0.6554 -2.8449 0.7845
H4 -2.5559 -0.7701 0.5052
H5 -2.4249 -1.6700 2.7117
H6 -0.7609 -1.9549 2.3995
O1 1.7531 5.1374 -2.3989
H7 2.4667 5.3610 -2.9820
H8 1.6754 4.1790 -2.3093
O2 1.1348 0.7283 -0.0488
H9 0.3686 0.1595 -0.2954
H10 1.7261 0.1071 0.3983

Values from the calculation:
HOMO level, eV: -9.3
Structure (SMILES): C/N=C\N.O.O
LUMO energy, eV: 0.71
Relative energy (zero: lowest compared OMol25 entry of this formula, charge and spin), kcal/mol: 25.8
Frontier orbital gap, eV: 10.0

Partial charges, natural (NBO), in e: -0.451 -0.557 0.310 -0.824 0.219 0.201 0.169 0.177 0.389 0.385 -0.949 0.470 0.480 -0.962 0.490 0.454



Record 2
Molecular formula: C6H7N
Method: DFT, ωB97M-V with the def2-TZVPD basis set

Geometry (Å):
C1 -1.3955 0.2696 0.0724
C2 -0.0280 -0.4199 -0.1284
C3 1.0924 0.5126 -0.5414
C4 2.1420 -0.5702 -0.2562
C5 3.4471 -0.0944 -0.0800
N1 4.4742 0.3307 0.1476
C6 1.1052 -0.1997 0.7598
H1 -1.5073 0.8778 -0.7556
H2 -1.4118 0.9747 0.8594
H3 -2.1633 -0.5296 0.1586
H4 -0.2385 -1.3830 -0.7542
H5 0.9855 1.4083 -1.0309
H6 2.0326 -1.6383 -0.6837
H7 1.1433 0.2320 1.7547

Values from the calculation:
HOMO level, eV: -10.2
Structure (SMILES): C[C@H]1[C@@H]2[C@@H](C#N)[C@H]12
LUMO energy, eV: 1.04
Relative energy (zero: lowest compared OMol25 entry of this formula, charge and spin), kcal/mol: 78.1
Frontier orbital gap, eV: 11.3

Partial charges, natural (NBO), in e: -0.616 -0.190 -0.209 -0.327 0.275 -0.310 -0.182 0.210 0.209 0.219 0.193 0.242 0.240 0.245



Record 3
Molecular formula: C5H18N2O3
Method: DFT, ωB97M-V with the def2-TZVPD basis set

Geometry (Å):
C1 1.6049 -1.1346 1.1115
C2 1.5010 -0.6665 -0.3827
C3 0.9595 -1.9476 -1.0889
O1 2.0241 -2.9117 -1.3235
N1 0.4222 0.3679 -0.5728
C4 0.8668 1.6962 -0.1841
C5 -0.2835 2.7016 -0.4933
N2 -1.3126 2.7941 0.6085
H1 1.0202 -2.0627 1.3126
H2 1.2136 -0.2681 1.6278
H3 2.6647 -1.1878 1.4407
H4 2.3993 -0.2336 -0.7374
H5 0.2958 -2.5676 -0.4138
H6 0.5823 -1.6287 -2.0893
H7 1.7457 -3.6114 -1.9402
H8 -0.3368 0.2055 0.1431
H9 1.7163 1.9506 -0.8230
H10 1.2224 1.8190 0.8747
H11 0.1069 3.6686 -0.6452
H12 -0.7371 2.2649 -1.3837
H13 -1.1480 3.6326 1.2247
H14 -2.1711 2.5691 0.1618
O2 -3.0477 -0.2074 2.7754
H15 -3.2892 0.7493 2.8449
H16 -2.9263 -0.4326 1.8074
O3 -1.9690 -1.5888 -1.1012
H17 -1.2232 -1.4087 -1.5981
H18 -1.9012 -2.5617 -1.1561

Values from the calculation:
HOMO level, eV: -9.1
Structure (SMILES): C[C@@H](CO)NCCN.O.O
LUMO energy, eV: 0.55
Relative energy (zero: lowest compared OMol25 entry of this formula, charge and spin), kcal/mol: 51.4
Frontier orbital gap, eV: 9.6

Partial charges, natural (NBO), in e: -0.633 -0.076 -0.071 -0.749 -0.643 -0.229 -0.225 -0.895 0.213 0.210 0.220 0.209 0.179 0.164 0.470 0.366 0.181 0.169 0.180 0.200 0.383 0.377 -0.956 0.475 0.482 -0.924 0.466 0.459



Record 4
Molecular formula: C7H10N3
Method: DFT, ωB97M-V with the def2-TZVPD basis set

Geometry (Å):
C1 0.4851 -0.9005 -1.9360
C2 0.7348 0.3747 -2.2365
C3 0.4675 1.3977 -1.2121
N1 1.0396 1.2338 -0.0360
N2 0.4773 1.6500 1.1400
C4 0.0890 0.5490 2.0970
N3 -0.9253 -0.3823 2.0645
C5 -1.3962 -1.2974 1.3085
C6 -1.1751 -1.5084 -0.1835
C7 0.0732 -1.3790 -0.5877
H1 0.3101 -1.5238 -2.9013
H2 0.9821 0.7690 -3.2610
H3 -0.3789 2.0332 -1.3188
H4 1.6423 0.3861 -0.0593
H5 -0.3178 2.3106 0.8757
H6 0.0534 1.0867 2.9433
H7 0.9995 0.0055 2.1328
H8 -2.1051 -1.7838 1.8344
H9 -2.0063 -1.6838 -0.7994
H10 0.9507 -1.3374 0.1356

Values from the calculation:
HOMO level, eV: -13.2
Structure (SMILES): C1=C\C=[NH+]\NC\N=C/C=C/1
LUMO energy, eV: -5.10
Charge: +1
Relative energy (zero: lowest compared OMol25 entry of this formula, charge and spin), kcal/mol: 133.7
Frontier orbital gap, eV: 8.1

Partial charges, natural (NBO), in e: -0.122 -0.302 0.204 -0.244 -0.415 -0.088 -0.397 0.156 -0.210 -0.223 0.270 0.268 0.230 0.435 0.380 0.217 0.199 0.198 0.242 0.201



Record 5
Molecular formula: C48H39FN6PV
Method: DFT, ωB97M-V with the def2-TZVPD basis set

Geometry (Å):
V1 0.4475 -0.0336 0.1525
C1 -1.6564 0.3398 5.2006
N1 -1.0493 -0.3228 4.0555
C2 -0.7122 0.2467 2.8715
N2 -0.1308 -0.6498 2.0668
C3 -0.1206 -1.8391 2.7612
C4 -0.6803 -1.6429 3.9987
C5 -0.8491 -2.5851 5.1171
C6 0.2558 -3.2732 5.6088
C7 0.1026 -4.1877 6.6385
C8 -1.1511 -4.4173 7.1868
C9 -2.2564 -3.7344 6.6998
C10 -2.1069 -2.8250 5.6652
C11 0.2878 -3.1251 2.1669
C12 -0.5973 -4.2026 2.2307
C13 -0.2564 -5.4232 1.6747
C14 0.9732 -5.5809 1.0464
C15 1.8572 -4.5151 0.9878
C16 1.5236 -3.2901 1.5506
P1 -1.3029 1.8897 2.3645
C17 -2.1458 1.3396 0.8432
N3 -1.5448 0.5396 -0.0246
C18 -2.4530 0.1847 -0.9780
C19 -3.6495 0.7901 -0.6861
N4 -3.4399 1.5127 0.4707
C20 -4.4388 2.3061 1.1718
C21 -4.9420 0.7130 -1.3843
C22 -5.5345 -0.5306 -1.5864
C23 -6.7352 -0.6250 -2.2719
C24 -7.3539 0.5199 -2.7532
C25 -6.7665 1.7614 -2.5547
C26 -5.5620 1.8583 -1.8766
C27 -1.9455 -0.7394 -2.0019
C28 -0.9050 -1.5864 -1.5980
C29 -0.2783 -2.4303 -2.5054
C30 -0.6925 -2.4290 -3.8286
C31 -1.7351 -1.6020 -4.2307
C32 -2.3627 -0.7586 -3.3274
C33 0.2155 2.5482 1.5845
N5 0.8828 1.9299 0.6195
C34 1.8834 2.7658 0.2086
C35 1.8505 3.9004 0.9772
N6 0.7793 3.7451 1.8434
C36 0.3008 4.7435 2.7932
C37 2.6863 5.1102 0.9304
C38 3.3521 5.5835 2.0568
C39 4.1497 6.7136 1.9705
C40 4.2948 7.3712 0.7571
C41 3.6395 6.8992 -0.3708
C42 2.8349 5.7745 -0.2850
C43 2.7328 2.3952 -0.9293
C44 2.1299 1.8059 -2.0384
C45 2.8879 1.4232 -3.1327
C46 4.2592 1.6373 -3.1259
C47 4.8620 2.2309 -2.0254
C48 4.1063 2.6090 -0.9276
H1 -1.3795 1.3913 5.1934
H2 -1.2783 -0.1274 6.1066
H3 -2.7411 0.2476 5.1748
H4 1.2309 -3.0982 5.1745
H5 0.9646 -4.7220 7.0129
H6 -1.2664 -5.1313 7.9894
H7 -3.2363 -3.9187 7.1178
H8 -2.9739 -2.3137 5.2663
H9 -1.5625 -4.0798 2.7050
H10 -0.9532 -6.2487 1.7270
H11 1.2416 -6.5332 0.6101
H12 2.8218 -4.6311 0.5107
H13 2.2152 -2.4632 1.5067
H14 -5.4230 1.9111 0.9325
H15 -4.3866 3.3509 0.8678
H16 -4.2685 2.2296 2.2439
H17 -5.0488 -1.4212 -1.2101
H18 -7.1893 -1.5936 -2.4276
H19 -8.2909 0.4435 -3.2857
H20 -7.2424 2.6532 -2.9377
H21 -5.0928 2.8248 -1.7445
H22 -0.7092 -1.7369 -0.5198
H23 0.5127 -3.0864 -2.1679
H24 -0.2108 -3.0789 -4.5456
H25 -2.0555 -1.6089 -5.2641
H26 -3.1595 -0.1035 -3.6556
H27 0.6479 5.7201 2.4667
H28 0.6871 4.5386 3.7906
H29 -0.7865 4.7307 2.8096
H30 3.2652 5.0587 2.9995
H31 4.6670 7.0751 2.8478
H32 4.9207 8.2495 0.6900
H33 3.7510 7.4071 -1.3182
H34 2.3228 5.4012 -1.1617
H35 1.0500 1.6637 -2.0536
H36 2.4101 0.9642 -3.9876
H37 4.8568 1.3416 -3.9765
H38 5.9316 2.3937 -2.0194
H39 4.5855 3.0599 -0.0686
F1 2.1011 -0.7936 -0.0495

Values from the calculation:
HOMO level (alpha / beta), eV: -9.0 / -8.4
LUMO energy (alpha / beta), eV: -2.07 / -2.21
2S+1: 2
Charge: +1
Expectation value of S²: 0.76
Frontier orbital gap (alpha / beta), eV: 6.9 / 6.2

Partial charges, Löwdin, in e: 0.831 -0.013 -0.055 -0.417 0.041 -0.148 -0.116 -0.185 -0.014 -0.061 -0.071 -0.069 -0.042 -0.176 -0.028 -0.071 -0.079 -0.067 -0.032 1.181 -0.407 -0.007 -0.144 -0.097 -0.044 -0.002 -0.187 -0.023 -0.063 -0.070 -0.067 -0.037 -0.155 -0.076 -0.049 -0.067 -0.062 -0.017 -0.411 0.026 -0.146 -0.093 -0.040 -0.005 -0.186 -0.040 -0.067 -0.071 -0.061 -0.021 -0.175 -0.044 -0.062 -0.070 -0.062 -0.018 0.073 0.102 0.096 0.125 0.109 0.108 0.108 0.115 0.117 0.106 0.105 0.109 0.099 0.099 0.100 0.078 0.124 0.110 0.108 0.109 0.118 0.095 0.115 0.108 0.110 0.119 0.097 0.100 0.075 0.118 0.108 0.108 0.110 0.124 0.110 0.108 0.106 0.108 0.122 -0.447



Record 6
Molecular formula: C3H6N2O
Method: DFT, ωB97M-V with the def2-TZVPD basis set

Geometry (Å):
H1 -2.3273 -1.6280 -0.7757
N1 -1.3280 -1.4280 -0.7130
C1 -1.1798 -0.2958 -0.1746
N2 0.1013 0.2618 0.0530
C2 1.0939 -0.4527 0.8414
C3 0.4508 1.3881 -0.6439
O1 1.5456 1.9083 -0.6244
H2 -2.0125 0.3222 0.1717
H3 1.9918 0.1670 0.8619
H4 1.3203 -1.4240 0.3961
H5 0.7291 -0.5957 1.8641
H6 -0.3850 1.7768 -1.2566

Values from the calculation:
HOMO level, eV: -9.8
Structure (SMILES): [H]/N=C/N(C)C=O
LUMO energy, eV: 0.77
Relative energy (zero: lowest compared OMol25 entry of this formula, charge and spin), kcal/mol: 29.1
Frontier orbital gap, eV: 10.6

Partial charges, natural (NBO), in e: 0.346 -0.589 0.278 -0.491 -0.422 0.542 -0.593 0.157 0.245 0.214 0.199 0.114



Record 7
Molecular formula: C37H40N10O3P2RbSe
Method: DFT, ωB97M-V with the def2-TZVPD basis set

Geometry (Å):
Rb1 0.2224 -1.5551 -1.2318
N1 2.1719 -4.6940 -3.6650
N2 1.6600 -4.3048 -4.8968
C1 1.4191 -3.0025 -5.1818
N3 1.1066 -2.7334 -6.4516
N4 1.5035 -2.1603 -4.1553
N5 1.3991 -0.8229 -4.3978
O1 1.6475 -0.1183 -3.4330
O2 1.0549 -0.3519 -5.4809
H1 3.0175 -5.2336 -3.7908
H2 1.4914 -5.2137 -3.1266
H3 1.4287 -4.9975 -5.5920
H4 1.2654 -3.4187 -7.1691
H5 0.9205 -1.7709 -6.6902
C2 -0.0501 3.6950 -1.1753
N6 -0.8550 2.5109 -0.8545
P1 -0.6144 1.5901 0.5667
C3 -1.5555 2.4523 1.8698
C4 -1.8867 1.7065 2.9987
C5 -2.5719 2.2889 4.0560
C6 -2.9511 3.6214 3.9820
C7 -2.6454 4.3672 2.8505
C8 -1.9483 3.7868 1.8012
C9 1.1069 2.0293 1.0390
C10 2.1296 1.4922 0.2544
C11 3.4591 1.7849 0.5090
C12 3.7893 2.6203 1.5705
C13 2.7850 3.1516 2.3661
C14 1.4513 2.8575 2.1040
P2 -1.3993 1.4803 -2.1568
C15 -3.0958 1.0835 -1.5940
C16 -3.6672 -0.0830 -2.0985
C17 -4.9524 -0.4593 -1.7372
C18 -5.6752 0.3220 -0.8464
C19 -5.1116 1.4805 -0.3289
C20 -3.8313 1.8612 -0.7034
C21 -1.7042 2.6847 -3.4872
C22 -0.9023 2.5893 -4.6210
C23 -1.0598 3.4909 -5.6678
C24 -2.0164 4.4887 -5.5834
C25 -2.8235 4.5882 -4.4542
C26 -2.6702 3.6892 -3.4137
H6 0.3005 4.1566 -0.2540
H7 -0.6425 4.4270 -1.7230
H8 0.8298 3.4463 -1.7778
H9 -1.6163 0.6558 3.0413
H10 -2.8222 1.7011 4.9298
H11 -3.4931 4.0766 4.8005
H12 -2.9495 5.4041 2.7876
H13 -1.7180 4.3704 0.9180
H14 1.8668 0.8564 -0.5858
H15 4.2357 1.3705 -0.1208
H16 4.8257 2.8575 1.7726
H17 3.0369 3.8078 3.1900
H18 0.6778 3.2901 2.7269
H19 -3.1039 -0.6961 -2.7964
H20 -5.3884 -1.3619 -2.1459
H21 -6.6746 0.0279 -0.5539
H22 -5.6701 2.0910 0.3692
H23 -3.3946 2.7608 -0.2888
H24 -0.1457 1.8157 -4.6855
H25 -0.4315 3.4128 -6.5455
H26 -2.1389 5.1914 -6.3974
H27 -3.5744 5.3649 -4.3903
H28 -3.3086 3.7642 -2.5417
Se1 3.5682 -3.6133 -0.4628
N7 1.8519 -4.0916 -0.4224
C27 1.7465 -5.0555 0.4723
C28 0.5234 -5.7102 0.8281
C29 0.5561 -6.6830 1.7676
C30 1.7800 -7.0734 2.4144
C31 2.9590 -6.4824 2.1168
C32 2.9775 -5.4424 1.1317
N8 4.0614 -4.7878 0.7659
H29 -0.3987 -5.4147 0.3459
H30 -0.3588 -7.1879 2.0487
H31 1.7443 -7.8608 3.1554
H32 3.8853 -6.7664 2.5965
N9 0.9179 -1.6281 1.5662
C33 1.5118 -1.5186 2.5521
N10 2.2012 -1.4113 3.6792
C34 2.6464 -0.0497 4.0387
C35 1.5483 0.6586 4.8115
O3 1.1602 -0.1010 5.9441
C36 0.6509 -1.3675 5.5725
C37 1.7070 -2.1755 4.8379
H33 2.9103 0.4890 3.1300
H34 3.5377 -0.1574 4.6588
H35 0.6825 0.8284 4.1558
H36 1.8942 1.6232 5.1800
H37 -0.2326 -1.2448 4.9291
H38 0.3463 -1.8695 6.4895
H39 1.3160 -3.1326 4.4949
H40 2.5627 -2.3580 5.4892

Values from the calculation:
HOMO level, eV: -9.9
LUMO energy, eV: -2.93
Charge: +1
Relative energy (zero: lowest compared OMol25 entry of this formula, charge and spin), kcal/mol: 9.4
Frontier orbital gap, eV: 7.0

Partial charges, Löwdin, in e: 0.588 0.043 -0.030 -0.391 0.200 0.122 -0.445 -0.058 0.029 0.095 0.086 0.150 0.122 0.092 -0.140 -0.531 0.970 -0.394 -0.116 -0.074 -0.076 -0.070 -0.099 -0.364 -0.119 -0.071 -0.083 -0.082 -0.092 0.956 -0.387 -0.116 -0.081 -0.077 -0.064 -0.104 -0.373 -0.095 -0.072 -0.075 -0.072 -0.087 0.073 0.075 0.086 0.094 0.106 0.106 0.108 0.100 0.071 0.110 0.109 0.111 0.106 0.092 0.104 0.106 0.109 0.084 0.074 0.107 0.106 0.107 0.101 1.107 -0.296 -0.405 -0.026 -0.065 -0.066 -0.018 -0.393 -0.223 0.112 0.109 0.109 0.118 0.097 -0.283 -0.075 -0.093 -0.179 -0.114 -0.181 -0.105 0.107 0.137 0.109 0.133 0.127 0.132 0.132 0.134



Record 8
Molecular formula: C13H28BIN2NbO7P2S
Method: DFT, ωB97M-V with the def2-TZVPD basis set

Geometry (Å):
C1 -1.9945 -3.7448 2.2967
C2 -2.9289 -3.2449 1.1890
P1 -2.0450 -2.5228 -0.2489
C3 -3.3564 -2.1967 -1.5117
C4 -4.7203 -2.8412 -1.2494
Nb1 -0.4888 -0.5636 0.0208
C5 0.6595 1.2778 0.6912
B1 0.8410 1.6004 2.1923
O1 0.2727 2.7463 2.7551
O2 1.6687 0.7973 2.9684
C6 1.2712 -1.2753 -1.2015
C7 1.5375 -0.7234 -2.6052
C8 1.5794 0.7926 -2.7317
I1 0.1782 -1.5636 -4.0655
N1 -1.4285 0.4624 -1.5119
C9 -1.8014 1.6038 -1.3073
O3 -2.1843 2.6889 -1.1385
O4 0.2746 -1.5236 1.6690
C10 1.0719 -2.5121 1.5241
N2 1.6606 -3.5010 1.4187
P2 -2.4744 0.2729 1.6321
O5 -2.3623 1.8285 2.1388
O6 -2.4333 -0.4755 3.1044
S1 -4.2993 0.0940 0.8911
H1 -1.1464 -4.3079 1.8979
H2 -2.5528 -4.3992 2.9752
H3 -1.6118 -2.9088 2.8836
H4 -3.5260 -4.0883 0.8215
H5 -3.6384 -2.5064 1.5751
H6 -2.9550 -2.5755 -2.4601
H7 -3.4666 -1.1136 -1.5937
H8 -4.6396 -3.9169 -1.0599
H9 -5.2227 -2.3648 -0.4055
H10 -5.3496 -2.7269 -2.1393
H11 1.6416 0.9947 0.2864
H12 0.3122 2.1844 0.1827
H13 -0.0937 2.6297 3.6330
H14 1.6667 1.0531 3.8932
H15 2.2073 -1.1119 -0.6433
H16 1.1546 -2.3634 -1.2882
H17 2.4937 -1.1240 -2.9535
H18 0.5886 1.2232 -2.8772
H19 2.2021 1.0996 -3.5787
H20 2.0328 1.2030 -1.8265
H21 -3.1536 2.2947 1.8407
H22 -1.9536 0.0764 3.7298
C11 5.9410 3.4697 -0.8724
C12 4.5590 2.9161 -1.1364
O7 4.3833 1.7563 -1.4197
C13 3.4090 3.8876 -1.0174
H23 6.6799 2.6799 -0.9835
H24 6.1597 4.2810 -1.5696
H25 5.9902 3.8800 0.1379
H26 3.5418 4.7131 -1.7200
H27 3.3793 4.3097 -0.0110
H28 2.4696 3.3793 -1.2210

Values from the calculation:
HOMO level, eV: -5.0
LUMO energy, eV: 1.92
Charge: -1
Relative energy (zero: lowest compared OMol25 entry of this formula, charge and spin), kcal/mol: 0.0
Frontier orbital gap, eV: 6.9

Partial charges, natural (NBO), in e: -0.619 -0.724 0.628 -0.714 -0.611 1.301 -1.183 1.121 -0.914 -0.893 -0.918 -0.232 -0.658 -0.008 -0.821 0.876 -0.526 -0.711 0.579 -0.514 1.344 -1.031 -1.016 -0.764 0.217 0.198 0.231 0.217 0.259 0.227 0.265 0.190 0.229 0.204 0.237 0.244 0.477 0.471 0.237 0.245 0.204 0.218 0.207 0.231 0.508 0.488 -0.719 0.597 -0.534 -0.723 0.233 0.222 0.227 0.222 0.233 0.247